Computed, not measured: an isolated molecule of C6H10 at a distorted geometry, with ωB97M-V/def2-TZVPD.

As for the HOMO-LUMO gap: 10.42 eV. The net charge is 0. As for the spin multiplicity: 1. As for the HOMO energy: -0.35093 hartree. The total energy is -6380.3661 eV. Its energy relative to the best compared isomer or geometry (same formula, charge and spin) is 337.1 kJ/mol. Its LUMO energy is 0.8756 eV.

Geometry as XYZ:
```
16
C6H10 (ωB97M-V/def2-TZVPD)
C 1.012 -1.864 0.667
C 0.126 -1.185 -0.382
C -0.869 -0.157 0.166
C -0.052 0.999 1.656
C -0.283 1.304 0.419
C -0.251 2.325 -0.692
H 1.612 -1.131 1.217
H 1.695 -2.576 0.186
H 0.416 -2.427 1.399
H -0.455 -1.956 -0.907
H 0.756 -0.694 -1.135
H -1.640 0.086 -0.572
H -1.420 -0.587 1.013
H -1.266 2.575 -1.047
H 0.218 3.263 -0.372
H 0.317 1.951 -1.556
```